# 1
One molecule with the formula C40H36N2O2S at a distorted geometry. Source: the OMol25 dataset; level of theory: ωB97M-V with the def2-TZVPD basis set.

Structure (ORCA input):
```
! wB97M-V def2-TZVPD RIJCOSX def2/J DEFGRID3
* xyz 0 1
C -4.48300 0.40607 0.15739
N -4.52394 0.39434 1.61428
C -5.44824 -0.48319 2.21810
C -5.76047 -1.72046 1.60502
C -6.39035 -2.71928 2.35146
C -6.75511 -2.48619 3.68630
C -6.65412 -1.19559 4.20715
C -6.10482 -0.17746 3.43081
C -3.51400 1.07374 2.30364
C -3.54823 1.22512 3.70544
C -2.43230 1.67156 4.39611
C -1.26674 2.13694 3.78376
C -0.01347 2.61571 4.57062
C 1.28574 2.09719 3.90731
C 2.46911 2.84846 3.86154
C 3.56351 2.41346 3.11574
C 3.57591 1.13220 2.54026
N 4.74017 0.58904 1.89525
C 4.84574 0.76817 0.44426
C 5.42456 -0.49345 2.46676
C 6.04457 -1.47649 1.67247
C 6.65290 -2.59013 2.26401
C 6.71586 -2.69852 3.66126
C 6.15740 -1.69692 4.46363
C 5.50536 -0.61139 3.87384
C 2.39621 0.37645 2.59884
C 1.28508 0.84479 3.28485
C -0.09597 2.33138 6.05024
C -1.23407 2.90541 6.85683
C -2.08430 2.01359 7.54526
C -3.27941 2.46342 8.10419
C -3.57357 3.82847 8.13302
C -2.61817 4.73021 7.64940
C -1.44861 4.27834 7.03534
S 1.40661 2.83316 7.31520
O 0.88991 3.18822 8.61948
O 2.24961 3.76940 6.59994
C 2.36012 1.32690 7.71346
C 2.60813 0.99149 9.04322
C 3.49453 -0.04834 9.33747
C 4.12580 -0.75488 8.30595
C 3.82552 -0.44590 6.97337
C 2.96036 0.60921 6.67952
C -1.29486 2.12195 2.37157
C -2.35881 1.58902 1.64425
H -4.18867 1.40359 -0.19232
H -3.77851 -0.33493 -0.24941
H -5.48586 0.17995 -0.22221
H -5.48465 -1.90249 0.56190
H -6.59086 -3.69004 1.89880
H -7.14748 -3.29491 4.29978
H -6.99811 -0.96224 5.21600
H -6.16152 0.86086 3.76528
H -4.41751 0.97150 4.30640
H -2.52640 1.59234 5.47042
H 0.03534 3.71470 4.42526
H 2.52889 3.79247 4.39732
H 4.43315 3.06352 3.00770
H 5.87043 0.55496 0.12635
H 4.16648 0.09804 -0.10453
H 4.60383 1.80336 0.18825
H 6.02722 -1.39829 0.58421
H 7.07277 -3.38410 1.64189
H 7.19886 -3.55379 4.13448
H 6.21851 -1.76526 5.55573
H 5.04501 0.17517 4.47580
H 2.35666 -0.59149 2.09669
H 0.37239 0.23958 3.28710
H 0.02967 1.25913 6.22890
H -1.83530 0.94416 7.55569
H -3.98583 1.74186 8.52720
H -4.52501 4.20395 8.52891
H -2.77045 5.80484 7.77119
H -0.68250 4.98390 6.69646
H 2.11155 1.53930 9.84270
H 3.71130 -0.29472 10.37715
H 4.87187 -1.51964 8.52870
H 4.28505 -1.00312 6.15689
H 2.73595 0.89815 5.65198
H -0.42032 2.48358 1.83706
H -2.27738 1.52430 0.55767
*
```

E_HOMO (eV): -7.6
Orbital gap (eV): 8.22
Structure (SMILES): CN(c1ccccc1)c1ccc(C(c2ccc(N(C)c3ccccc3)cc2)[C@H](c2ccccc2)S(=O)(=O)c2ccccc2)cc1

# 2
A 2-piece molecular cluster, C11H26IN3O4 overall. Source: the OMol25 dataset; level of theory: ωB97M-V with the def2-TZVPD basis set.

Structure (ORCA input):
```
! wB97M-V def2-TZVPD RIJCOSX def2/J DEFGRID3
* xyz 0 1
N -1.27917 0.21449 1.72819
C 0.01331 0.24855 2.45187
C -0.16552 0.73966 3.88231
C 1.05325 0.41225 4.75671
C 0.74374 0.00543 6.19934
N 0.83523 -1.45462 6.39032
I -0.31815 -2.58988 5.11677
C -0.56192 0.63685 6.74713
O -1.62515 0.06974 6.41913
O -0.39492 1.66070 7.43942
H -2.00079 -0.01275 2.40349
H -1.26834 -0.57183 1.08906
H 0.41129 -0.76832 2.50236
H 0.71589 0.87913 1.89916
H -1.05341 0.24965 4.27650
H -0.37477 1.80818 3.88803
H 1.67208 -0.34506 4.27148
H 1.67529 1.30836 4.80561
H 1.53857 0.40293 6.83245
H 0.47154 -1.66076 7.31436
C -2.08194 1.16293 -5.92491
O -0.79834 0.67314 -6.30812
C 0.28899 1.01407 -5.48124
C 0.73506 -0.19256 -4.68203
N -0.33897 -0.64075 -3.73265
C -0.61940 0.23396 -2.53835
C 0.50485 0.17481 -1.53037
O 0.57510 -1.09981 -0.94745
C 1.58311 -1.98517 -1.41723
H -2.58610 1.53229 -6.81450
H -2.69335 0.35605 -5.50498
H -2.00882 1.97676 -5.20034
H 0.05374 1.87124 -4.84450
H 1.12617 1.30770 -6.11726
H 1.64355 -0.00236 -4.11511
H 0.90379 -1.03124 -5.35522
H -0.11757 -1.57549 -3.38154
H -1.19555 -0.75537 -4.27916
H -1.52647 -0.16391 -2.08661
H -0.81239 1.24594 -2.88793
H 0.25845 0.88788 -0.73901
H 1.47224 0.47905 -1.94331
H 2.37154 -1.45626 -1.95986
H 1.15041 -2.76034 -2.06409
H 2.02383 -2.48523 -0.55795
*
```

E_HOMO (eV): -5.7
Orbital gap (eV): 4.26

# 3
One molecule with the formula C3H2INO2 at a distorted geometry. Source: the OMol25 dataset; level of theory: ωB97M-V with the def2-TZVPD basis set.

Structure (ORCA input):
```
! wB97M-V def2-TZVPD RIJCOSX def2/J DEFGRID3
* xyz 0 1
C 0.60506 -1.35920 0.14774
C 0.93298 1.04901 -0.65362
C -1.03158 0.19885 0.57333
N -0.16853 1.24277 -0.04159
O -1.94656 0.61535 1.22864
O -0.67442 -1.01348 0.28798
I 2.26094 2.63666 -0.88726
H 0.68883 -1.88189 -0.77024
H -0.42256 2.18809 0.11627
*
```

E_HOMO (spin up / spin down) (eV): -8.6 / -8.6
Orbital gap (spin up / spin down) (eV): 7.99 / 7.99
Energy relative to the best compared isomer or geometry (same formula, charge and spin) (kcal/mol): 112.92

# 4
C26H16BrN3O3Pd as an isolated structure at a distorted geometry. Source: the OMol25 dataset; level of theory: ωB97M-V with the def2-TZVPD basis set.

Structure (ORCA input):
```
! wB97M-V def2-TZVPD RIJCOSX def2/J DEFGRID3
* xyz 0 1
Pd -0.36899 0.59291 0.20227
Br 5.35703 -3.74263 1.30191
C 4.20190 -2.23863 1.11349
C 4.58449 -1.18411 0.27085
C 3.74292 -0.12270 0.08408
C 2.46100 -0.04830 0.69729
O 1.71707 0.97889 0.48193
C 2.11798 -1.11896 1.58711
C 0.87645 -1.16723 2.27792
N -0.12293 -0.37817 2.06844
C -1.28095 -0.37101 2.84347
C -1.31452 -0.61256 4.19739
C -2.50965 -0.46175 4.92148
C -3.64786 -0.01364 4.31226
C -3.65372 0.23918 2.92173
C -4.77443 0.73763 2.22035
C -4.71142 0.89649 0.86611
C -3.52826 0.54755 0.19548
N -2.45595 0.12730 0.82232
C -2.47980 0.00318 2.17623
C 3.00958 -2.19851 1.77286
H 5.54120 -1.22455 -0.23291
H 4.02230 0.70269 -0.55816
H 0.76954 -1.95444 3.02622
H -0.40391 -0.87628 4.71976
H -2.50907 -0.66977 5.98328
H -4.55096 0.16615 4.88159
H -5.66177 1.00865 2.77913
H -5.54061 1.29527 0.30049
H -3.46521 0.61779 -0.88232
H 2.72186 -3.00631 2.43530
O -2.58903 3.48463 -1.92574
C -1.70142 2.78809 -1.44047
O -1.43184 2.57169 -0.22509
C -0.77769 2.02049 -2.39759
C -0.40946 2.55657 -3.64413
C 0.54308 1.91987 -4.38309
C 1.10207 0.70735 -3.91782
C 2.12239 0.00392 -4.59626
C 2.59386 -1.18069 -4.10568
C 2.05348 -1.73442 -2.92888
C 1.07637 -1.07181 -2.24069
C 0.61613 0.18171 -2.69750
N -0.30349 0.87302 -1.95947
H -0.88182 3.47723 -3.95553
H 0.87700 2.32122 -5.33254
H 2.52802 0.42667 -5.50770
H 3.37798 -1.71309 -4.62863
H 2.42034 -2.68668 -2.56844
H 0.64072 -1.46987 -1.33210
*
```

E_HOMO (spin up / spin down) (eV): -8.0 / -8.0
Orbital gap (spin up / spin down) (eV): 6.78 / 6.77
Energy relative to the best compared isomer or geometry (same formula, charge and spin) (kcal/mol): 26.21

# 5
A 2-piece molecular cluster, C5H10NO6S overall at a distorted geometry. Source: the OMol25 dataset; level of theory: ωB97M-V with the def2-TZVPD basis set.

Structure (ORCA input):
```
! wB97M-V def2-TZVPD RIJCOSX def2/J DEFGRID3
* xyz -1 1
C -2.49560 0.38359 0.95100
C -1.18898 1.09929 0.75681
O -0.62232 1.61197 1.71298
N -0.58534 1.21225 -0.54725
C -1.53341 1.28305 -1.65527
C 0.47296 0.26088 -0.78720
C 1.74434 0.52658 0.02313
O 1.75233 -0.38354 1.11111
S 0.83013 -1.62700 0.86507
O 1.51689 -2.84904 0.71461
O -0.26659 -1.70557 1.78058
O 0.15671 -1.07732 -0.50777
H -3.20051 1.10042 1.35312
H -2.90828 -0.06464 0.06343
H -2.34065 -0.36769 1.70851
H -2.21279 0.44069 -1.72969
H -0.97037 1.35173 -2.57516
H -2.11369 2.19359 -1.58459
H 0.75100 0.40505 -1.82172
H 2.62304 0.42529 -0.60281
H 1.77727 1.52398 0.43240
O 4.82625 -2.92624 -0.06582
H 3.98762 -2.81733 0.40455
*
```

E_HOMO (eV): -1.8
Orbital gap (eV): 4.31
Energy relative to the best compared isomer or geometry (same formula, charge and spin) (kcal/mol): 95.69

What E values result from the calculations? In sequence: -59972.8053; -32584.5852; -16823.3810; -111357.2964; -29955.2880 eV.